Density functional theory data (the ωB97M-V functional and the def2-TZVPD basis) for a 2-piece molecular cluster, C5H14 overall in a non-equilibrium geometry.

The multiplicity is 1. The SMILES is CCC.CC. As for the net charge: 0.

Element x y z (Å)
C (-1.12, -1.70, -1.57)
C (-0.04, -0.59, -1.81)
C (-0.68, 0.80, -1.64)
H (-0.76, -2.40, -0.83)
H (-2.08, -1.26, -1.30)
H (-1.25, -2.30, -2.46)
H (0.29, -0.62, -2.86)
H (0.82, -0.84, -1.19)
H (-1.10, 0.91, -0.64)
H (-1.40, 0.79, -2.44)
H (0.07, 1.57, -1.74)
C (0.80, 1.36, 2.69)
C (0.96, 0.02, 1.95)
H (1.39, 2.11, 2.16)
H (-0.22, 1.72, 2.63)
H (1.19, 1.35, 3.71)
H (0.89, 0.18, 0.88)
H (1.96, -0.38, 2.11)
H (0.28, -0.73, 2.34)

Density functional theory data (the ωB97M-V functional and the def2-TZVPD basis) for a 2-piece molecular cluster, C31H31BF6O2S2 overall in a non-equilibrium geometry.

The multiplicity is 1. The SMILES is CC1(C)OB(C(c2ccc(C(F)(F)F)cc2)c2ccc(C(F)(F)F)cc2)OC1(C)C.Cc1ccc(-c2ccc(C)s2)s1. As for the net charge: 0.

Element x y z (Å)
C (-3.32, -1.70, -3.86)
C (-4.22, -1.27, -2.71)
C (-4.78, -2.51, -2.03)
O (-3.38, -0.62, -1.74)
B (-3.74, 0.71, -1.74)
C (-3.12, 1.37, -0.30)
C (-1.69, 1.48, -0.83)
C (-0.71, 0.51, -0.58)
C (0.43, 0.46, -1.36)
C (0.63, 1.43, -2.34)
C (1.77, 1.29, -3.31)
F (1.39, 0.53, -4.40)
F (2.86, 0.67, -2.76)
F (2.19, 2.49, -3.80)
C (-0.26, 2.48, -2.52)
C (-1.41, 2.51, -1.75)
C (-3.66, 2.74, 0.04)
C (-4.81, 3.27, -0.53)
C (-5.19, 4.59, -0.30)
C (-4.38, 5.40, 0.49)
C (-4.72, 6.86, 0.63)
F (-4.33, 7.37, 1.84)
F (-4.08, 7.61, -0.33)
F (-6.06, 7.11, 0.51)
C (-3.25, 4.89, 1.11)
C (-2.90, 3.57, 0.89)
O (-4.69, 1.10, -2.61)
C (-5.29, -0.14, -3.10)
C (-5.54, 0.08, -4.58)
C (-6.62, -0.34, -2.39)
H (-3.87, -2.34, -4.57)
H (-2.90, -0.83, -4.38)
H (-2.48, -2.28, -3.44)
H (-5.42, -3.08, -2.71)
H (-3.94, -3.16, -1.74)
H (-5.35, -2.28, -1.12)
H (-3.24, 0.65, 0.51)
H (-0.90, -0.24, 0.19)
H (1.17, -0.34, -1.23)
H (-0.06, 3.25, -3.26)
H (-2.12, 3.32, -1.91)
H (-5.39, 2.66, -1.22)
H (-6.10, 4.98, -0.75)
H (-2.65, 5.55, 1.74)
H (-2.00, 3.17, 1.36)
H (-5.98, -0.81, -5.05)
H (-6.24, 0.91, -4.71)
H (-4.62, 0.35, -5.10)
H (-7.09, -1.28, -2.71)
H (-6.50, -0.36, -1.30)
H (-7.30, 0.47, -2.63)
C (-3.71, -3.03, 2.46)
C (-3.63, -1.55, 2.65)
C (-4.69, -0.68, 2.89)
C (-4.29, 0.64, 3.19)
C (-2.91, 0.80, 3.20)
C (-2.14, 1.91, 3.56)
C (-2.58, 3.11, 4.13)
C (-1.50, 3.96, 4.46)
C (-0.27, 3.49, 4.01)
C (1.05, 4.15, 4.15)
S (-0.41, 1.94, 3.28)
S (-2.13, -0.72, 2.75)
H (-4.75, -3.36, 2.52)
H (-3.32, -3.31, 1.47)
H (-3.13, -3.55, 3.22)
H (-5.71, -1.04, 2.91)
H (-4.95, 1.47, 3.44)
H (-3.63, 3.30, 4.29)
H (-1.61, 4.90, 5.00)
H (0.92, 5.20, 4.44)
H (1.63, 3.65, 4.93)
H (1.60, 4.10, 3.21)

Density functional theory data (the ωB97M-V functional and the def2-TZVPD basis) for one molecule with the formula C4H10N2 in a non-equilibrium geometry.

The multiplicity is 1. The SMILES is CC/C(N)=C/N. As for the net charge: 0.

Element x y z (Å)
C (-2.02, -0.73, 0.29)
C (-1.13, 0.27, -0.42)
C (0.32, 0.31, -0.02)
N (0.65, 0.02, 1.32)
C (1.31, 0.36, -0.92)
N (2.64, 0.36, -0.56)
H (-3.02, -0.81, -0.16)
H (-2.24, -0.50, 1.34)
H (-1.65, -1.75, 0.15)
H (-1.55, 1.28, -0.28)
H (-1.28, 0.20, -1.50)
H (0.51, 0.80, 1.93)
H (0.31, -0.87, 1.63)
H (1.07, 0.35, -1.97)
H (3.34, 0.49, -1.25)
H (2.75, 0.21, 0.43)

Density functional theory data (the ωB97M-V functional and the def2-TZVPD basis) for a 2-piece molecular cluster, C6H8 overall.

The multiplicity is 1. The SMILES is C=CC=C.C#C. As for the net charge: 0.

Element x y z (Å)
C (-1.95, 0.29, 0.18)
C (-1.23, -0.08, -0.89)
C (-0.06, 0.65, -1.40)
C (0.83, 1.29, -0.65)
H (-1.72, 1.20, 0.72)
H (-2.80, -0.29, 0.52)
H (-1.53, -0.97, -1.44)
H (0.08, 0.63, -2.49)
H (0.78, 1.27, 0.44)
H (1.67, 1.82, -1.09)
C (2.10, -1.33, 1.54)
C (0.92, -1.53, 1.51)
H (3.16, -1.16, 1.56)
H (-0.14, -1.68, 1.45)

Summary of electronic energy in a.u.
-198.875529; -2770.935792; -267.888468; -233.284763
(order as listed above)